[1]
A gas-phase ion, C2H6NO (charge +1) at a distorted geometry. Source: the OMol25 dataset; level of theory: ωB97M-V/def2-TZVPD.

Total charge: +1
Energy relative to the best compared isomer or geometry (same formula, charge and spin), eV: 4.2978
Largest force on an atom, eV/A: 4.4
DFT total energy, eV: -5691.8391
Frontier orbital gap (spin up / spin down), eV: 4.8 / 8.2
2S+1: 3

Last column: natural (NBO) charge in e.
CARTESIAN COORDINATES (ANGSTROEM)
C: -0.60591 -1.05868 0.52936  -0.1163
C: -0.05266 0.30875 0.48782  0.1201
N: 0.46390 0.78792 -0.85465  -0.9962
O: 0.69149 -0.69868 1.03780  0.0780
H: -1.43912 -1.45244 1.27288  0.3366
H: -0.51292 -1.64219 -0.28068  0.2716
H: -0.53383 1.04906 1.23219  0.3419
H: -0.33101 1.29965 -1.36453  0.3144
H: 1.02208 -0.03352 -1.25667  0.2227
H: 1.29798 1.44013 -0.80351  0.4272

=====

[2]
A molecular structure, C2H6NO2P2 at a distorted geometry. Source: the OMol25 dataset; level of theory: ωB97M-V/def2-TZVPD.

Total charge: -1
Energy relative to the best compared isomer or geometry (same formula, charge and spin), eV: 0.6561
Largest force on an atom, eV/A: 3.5
DFT total energy, eV: -26333.2720
Frontier orbital gap, eV: 8.4

Last column: natural (NBO) charge in e.
CARTESIAN COORDINATES (ANGSTROEM)
C: -0.31724 1.45835 0.01320  0.7523
C: -0.52605 0.07532 -0.65359  -0.4083
N: 0.55788 -0.79648 -0.14631  -0.9752
O: -1.24384 2.25636 -0.02024  -0.7309
O: 0.78247 1.49068 0.63041  -0.7605
P: -1.97807 -0.62828 0.21014  0.2331
P: 2.16256 -0.22335 0.00253  0.6046
H: -0.63152 0.03264 -1.93278  0.1715
H: 0.43956 -1.72506 -0.56288  0.3677
H: -1.47191 -0.18682 1.32800  -0.0317
H: -2.70209 0.65097 0.32510  0.0213
H: 2.21025 -0.92066 1.23067  -0.0701
H: 2.71800 -1.48369 -0.42426  -0.1736